Version a
Density functional theory data (ωB97M-V with the def2-TZVPD basis set) for the molecule C4H3N3O.

Results
charge: 0
HOMO-LUMO gap: 8.894 eV

The geometry in XYZ format:
```
11
Properties=species:S:1:pos:R:3:mulliken_charge:R:1
H 2.085 -1.252 0.987 0.528
C -0.725 1.339 -0.404 -0.260
N -0.363 -0.949 -0.821 -0.103
C 1.456 -0.676 0.530 -0.119
N 0.805 -1.425 -0.562 -0.188
H -1.483 1.966 -0.720 0.432
C -1.184 -0.077 -0.027 0.477
C 0.737 1.532 -0.261 -0.295
H 1.295 2.406 -0.235 0.421
O -2.140 -0.388 0.792 -0.550
N 1.490 0.556 0.613 -0.342
```

***

Version b
Density functional theory data (ωB97M-V with the def2-TZVPD basis set) for the molecule C4H3N3O.

Results
charge: 0
HOMO-LUMO gap: 8.533 eV

The geometry in XYZ format:
```
11
Properties=species:S:1:pos:R:3:mulliken_charge:R:1
H -1.164 2.520 0.267 0.229
N -1.587 -1.117 -0.035 -0.060
H -2.416 -1.368 0.368 0.234
N -0.271 1.998 0.246 -0.640
C -0.504 0.757 -0.271 0.465
O -1.773 0.307 -0.120 -0.293
N 3.011 -0.080 -0.020 -0.499
H 0.147 -2.483 0.402 0.344
C 1.845 -0.141 -0.008 0.236
C 0.511 -0.320 -0.152 0.260
C -0.263 -1.418 0.196 -0.275
```

***

Which is the most stable structure? version b is the most stable.

***

Version a
Density functional theory data (ωB97M-V with the def2-TZVPD basis set) for the molecule C5H7NO.

Results
charge: 0
HOMO-LUMO gap: 8.794 eV

The geometry in XYZ format:
```
14
Properties=species:S:1:pos:R:3:mulliken_charge:R:1
N 0.369 2.062 -1.524 -0.554
H 1.679 -0.611 -1.874 0.421
C -0.149 -0.649 0.693 0.410
H -0.199 -2.197 2.103 0.289
C 1.005 -0.297 -1.101 -0.779
H -1.658 -1.082 2.085 0.318
O 0.719 -1.234 -0.152 -0.373
C -0.890 -1.604 1.507 -1.065
H -1.324 -2.273 0.754 0.259
H 0.251 2.865 -0.921 0.246
H 1.185 2.163 -2.108 0.240
C 0.387 0.873 -0.803 0.936
H -1.032 1.334 0.892 0.358
C -0.369 0.644 0.386 -0.706
```

***

Version b
Density functional theory data (ωB97M-V with the def2-TZVPD basis set) for a structure of composition C5H7NO.

Results
charge: 0
HOMO-LUMO gap: 9.322 eV

The geometry in XYZ format:
```
14
Properties=species:S:1:pos:R:3:mulliken_charge:R:1
H -1.296 0.435 1.422 0.367
O -0.303 -1.760 -1.532 -0.648
C 0.107 -0.837 -0.854 0.208
H -0.748 1.039 -1.736 0.410
H 1.495 -1.772 0.419 0.201
C -1.515 -0.179 0.551 -1.012
C 0.771 1.323 -0.140 -0.614
H 0.897 2.403 -0.065 0.367
H -1.432 -1.251 0.884 0.304
H 2.289 0.519 1.232 0.399
C -0.322 0.578 -0.817 -0.028
C 1.507 0.386 0.493 -0.240
H -2.485 -0.058 0.097 0.342
N 1.080 -0.896 0.157 -0.055
```

***

Which is the most stable structure? version a is the most stable.

***

Version a
Density functional theory data (ωB97M-V with the def2-TZVPD basis set) for a cluster of 2 separate species, C5H7NO in total.

Results
charge: 0
HOMO-LUMO gap: 10.432 eV

The geometry in XYZ format:
```
14
Properties=species:S:1:pos:R:3:mulliken_charge:R:1
C 2.914 1.135 -0.645 0.279
O -3.022 -0.922 0.512 -0.477
H 3.615 1.937 -0.574 0.405
H 0.896 -1.072 -1.858 0.271
C -2.781 0.119 1.082 -0.039
C 2.146 0.213 -0.739 -0.654
C -0.131 -0.524 -0.087 -0.101
H 0.323 1.258 0.393 0.194
H -2.344 0.152 2.095 0.240
H -3.014 1.104 0.638 0.239
H 1.559 -1.793 -0.403 0.296
C 1.154 -0.859 -0.812 -0.530
N -0.433 0.572 0.465 -0.521
H -0.884 -1.320 -0.065 0.397
```

***

Version b
Density functional theory data (ωB97M-V with the def2-TZVPD basis set) for a cluster of 2 separate species, C5H7NO in total.

Results
charge: 0
HOMO-LUMO gap: 10.820 eV

The geometry in XYZ format:
```
14
Properties=species:S:1:pos:R:3:mulliken_charge:R:1
H -1.704 0.659 1.609 0.248
H -0.146 -0.084 -3.664 0.264
H 0.551 -1.958 2.083 0.288
O -1.337 0.945 -2.394 -0.447
C 0.514 -0.871 2.210 -1.127
C -1.023 0.522 0.773 -0.895
C -0.275 0.733 -2.929 -0.170
N 1.708 -0.526 -1.082 -0.482
H 1.514 -0.540 2.510 0.304
H -1.288 0.976 -0.179 0.292
H -0.189 -0.634 3.012 0.337
H 0.627 1.332 -2.713 0.308
C 0.089 -0.198 0.932 0.933
C 0.979 -0.374 -0.194 0.144
```

***

Version c
Density functional theory data (ωB97M-V with the def2-TZVPD basis set) for a structure of composition C5H7NO.

Results
charge: 0
HOMO-LUMO gap: 10.210 eV

The geometry in XYZ format:
```
14
Properties=species:S:1:pos:R:3:mulliken_charge:R:1
N 1.466 -0.454 0.251 -0.364
C 0.270 -0.359 -0.066 0.437
H 2.485 1.457 0.478 0.292
H -0.942 1.459 -1.026 0.333
H 3.024 0.079 1.501 0.263
H -2.056 -0.305 1.327 0.205
H -2.066 -1.148 -1.662 0.364
O -0.476 -1.532 -0.274 -0.405
C -0.921 0.534 -0.456 -0.301
C -1.579 -0.778 -0.772 -0.064
H -3.085 0.557 0.082 0.266
C 2.620 0.365 0.514 -0.724
H 3.413 0.085 -0.203 0.259
C -2.156 0.041 0.306 -0.560
```

***

Which is the most stable structure? version b is the most stable.

***

Version a
Density functional theory data (ωB97M-V with the def2-TZVPD basis set) for the molecule C5H7NO.

Results
charge: 0
HOMO-LUMO gap (alpha / beta): 7.571 / 7.575 eV

The geometry in XYZ format:
```
14
Properties=species:S:1:pos:R:3:mulliken_charge:R:1
H -1.486 -0.009 -2.239 0.274
O 1.292 -0.838 -0.582 -0.368
C -1.086 -1.534 -0.142 -1.031
H -2.133 -1.226 -0.183 0.381
H 0.890 2.201 2.292 0.254
H 2.795 0.264 0.259 0.383
C -0.241 -0.558 -0.899 0.683
C 1.739 0.272 0.003 -0.021
C 0.338 1.933 1.394 -0.729
N -0.521 0.103 -1.933 -0.658
C 0.787 1.070 0.514 0.019
H -0.772 -1.599 0.899 0.278
H -0.995 -2.519 -0.607 0.303
H -0.608 2.440 1.226 0.232
```

***

Version b
Density functional theory data (ωB97M-V with the def2-TZVPD basis set) for the molecule C5H7NO.

Results
charge: 0
HOMO-LUMO gap: 9.945 eV

The geometry in XYZ format:
```
14
Properties=species:S:1:pos:R:3:mulliken_charge:R:1
H 0.422 2.557 -1.213 0.315
C -0.151 1.636 -1.127 -1.200
O 0.579 1.498 1.018 -0.494
C 0.181 0.840 -0.100 0.373
N -1.144 -1.675 -2.008 -0.447
C -0.038 -1.329 1.285 -1.323
H 0.168 -2.402 1.238 0.378
C 0.294 -0.668 -0.057 0.863
H -0.815 1.382 -1.931 0.294
H 0.581 -0.885 2.068 0.349
H 0.165 2.343 0.736 0.368
H 1.351 -0.882 -0.292 0.147
C -0.501 -1.231 -1.156 0.048
H -1.091 -1.185 1.539 0.330
```

***

Version c
Density functional theory data (ωB97M-V with the def2-TZVPD basis set) for the molecule C5H7NO.

Results
charge: 0
HOMO-LUMO gap: 9.398 eV

The geometry in XYZ format:
```
14
Properties=species:S:1:pos:R:3:mulliken_charge:R:1
C -1.983 -0.133 -0.409 -1.314
H -2.638 0.322 0.362 0.368
H -0.819 1.090 1.625 0.293
H 3.807 -0.605 0.165 0.248
C 1.850 -0.281 0.115 0.440
O 1.609 0.871 0.798 -0.548
C 0.565 -0.827 -0.394 -0.453
H -0.669 2.022 0.095 0.285
H 0.602 -1.764 -0.936 0.406
C -0.500 -0.073 -0.120 0.669
H -2.221 0.388 -1.345 0.283
H -2.225 -1.184 -0.437 0.369
C -0.287 1.128 0.649 -0.400
N 2.910 -0.955 -0.167 -0.645
```

***

Which is the most stable structure? version b is the most stable.